w:
This record from OMol25 describes 5 unconnected molecules or ions with the total composition C4H14O4. The level of theory is ωB97M-V with the def2-TZVPD basis set.

Total charge: 0
Structure (SMILES): C=CC=C.O.O.O.O
E_HOMO (eV): -9.4

Last column: Löwdin charge in e.
Geometry (Å):
C: -0.12 0.17 -2.21  0.0128
C: -1.39 -0.01 -1.72  -0.2288
C: -1.96 -1.14 -0.99  -0.1974
C: -2.56 -1.08 0.26  0.0100
H: 0.76 -0.45 -1.89  0.0627
H: -0.05 1.13 -2.70  0.0493
H: -2.07 0.82 -2.01  0.1041
H: -1.87 -2.03 -1.62  0.1001
H: -3.07 -1.79 0.87  0.0209
H: -2.32 -0.20 1.03  0.0982
H: 2.07 0.64 2.76  0.0105
H: 1.31 1.02 1.74  -0.0022
O: 1.20 0.48 2.48  -0.0059
H: -0.95 2.26 0.37  0.0663
H: -2.52 2.43 0.04  -0.0358
O: -1.76 2.84 0.32  -0.0495
H: 1.66 -2.44 0.40  0.0166
H: 1.70 -1.80 2.08  0.1336
O: 2.17 -2.07 1.13  -0.1496
H: 3.42 0.36 0.59  0.0217
H: 3.17 0.00 -0.71  0.0480
O: 3.17 0.86 -0.21  -0.0856

=====

x:
This record from OMol25 describes 3 unconnected molecules or ions with the total composition C4H14O4. The level of theory is ωB97M-V with the def2-TZVPD basis set.

Total charge: 0
Structure (SMILES): OCCCCO.O.O
E_HOMO (eV): -10.0

Last column: Löwdin charge in e.
Geometry (Å):
C: -2.07 0.44 -1.63  -0.2667
O: -3.33 -0.14 -1.45  -0.0731
C: -0.96 -0.34 -0.87  -0.1774
C: -0.54 0.36 0.43  -0.1847
C: 0.45 1.52 0.24  -0.2434
O: 1.18 1.68 1.45  -0.0886
H: -1.82 0.32 -2.68  0.1120
H: -2.09 1.48 -1.31  0.1151
H: -3.73 -0.18 -0.58  0.0881
H: -0.04 -0.24 -1.47  0.0771
H: -1.32 -1.37 -0.90  0.1156
H: -0.05 -0.38 1.06  0.0976
H: -1.46 0.63 0.96  0.1166
H: -0.11 2.43 0.02  0.1155
H: 1.21 1.32 -0.51  0.1148
H: 1.37 0.82 1.85  0.0277
H: 2.00 -2.77 -1.55  0.0331
H: 1.59 -1.51 -1.75  0.0227
O: 2.20 -1.93 -1.12  -0.0614
H: 3.00 -0.46 2.48  0.0546
H: 2.18 -1.76 2.30  0.0519
O: 2.16 -0.87 2.68  -0.0471

=====

x has the most favorable energy; the next structure is 229.8 kJ/mol above.

=====

w:
This record from OMol25 describes 4 unconnected molecules or ions with the total composition C4H14O4. The level of theory is ωB97M-V with the def2-TZVPD basis set.

Total charge: 0
Structure (SMILES): C/C=C(/C)O.O.O.O
E_HOMO (eV): -8.8

Last column: Löwdin charge in e.
Geometry (Å):
C: 2.92 0.03 -2.72  -0.1039
C: 3.01 -0.12 -1.16  -0.1037
C: 1.94 -0.28 -0.38  -0.4705
O: 0.75 0.12 -0.77  -0.0038
C: 1.94 -1.03 0.95  -0.0393
H: 3.70 -0.20 -3.43  0.0465
H: 2.49 1.06 -3.00  0.0891
H: 2.18 -0.76 -3.12  0.0855
H: 3.93 -0.60 -0.77  0.1025
H: 0.58 0.02 -1.78  0.1507
H: 2.74 -0.83 1.72  0.0975
H: 1.68 -2.09 0.90  0.0800
H: 1.06 -0.68 1.55  0.0802
H: -4.45 0.56 0.62  -0.0348
H: -4.55 -0.89 0.61  0.1294
O: -5.17 -0.01 0.54  -0.0990
H: -2.04 1.99 -1.99  0.0343
H: -1.03 1.28 -1.19  0.0614
O: -1.87 1.07 -1.74  -0.1020
H: -2.71 0.91 4.80  0.0273
H: -4.05 0.32 5.13  0.0497
O: -3.09 0.13 5.22  -0.0771

=====

x:
This record from OMol25 describes 4 unconnected molecules or ions with the total composition C4H14O4. The level of theory is ωB97M-V with the def2-TZVPD basis set.

Total charge: 0
Structure (SMILES): CC(C)C=O.O.O.O
E_HOMO (eV): -9.9

Last column: Löwdin charge in e.
Geometry (Å):
C: 1.66 2.48 -0.27  -0.2283
C: 2.71 3.14 0.60  -0.3632
C: 4.19 3.17 0.04  -0.0457
C: 2.72 2.47 1.98  -0.1021
O: 1.62 2.72 -1.45  0.0389
H: 0.98 1.70 0.11  0.1212
H: 2.43 4.20 0.64  0.1376
H: 4.07 3.17 -1.05  0.0711
H: 4.73 2.32 0.45  0.0698
H: 4.67 4.05 0.41  0.0685
H: 2.18 3.01 2.76  0.0723
H: 3.68 2.57 2.53  0.0788
H: 2.59 1.39 1.88  0.0810
H: -5.80 -2.48 2.69  0.0417
H: -5.03 -3.78 2.82  0.0200
O: -4.92 -2.87 2.56  -0.0613
H: -5.82 -3.13 -1.90  0.0376
H: -4.92 -4.31 -1.84  0.0384
O: -5.83 -4.08 -2.10  -0.0792
H: -2.34 -5.06 -4.29  0.0461
H: -1.52 -5.05 -3.01  0.0205
O: -2.06 -5.62 -3.54  -0.0637

=====

x has the most favorable energy; the next structure is 107.2 kJ/mol above.

=====

w:
This record from OMol25 describes a molecular structure, C39H33AsCl3F10N6O9SSi2TeTi. The level of theory is ωB97M-V with the def2-TZVPD basis set.

Multiplicity: 4
Total charge: -2
Expectation value of S²: 3.80
E_HOMO (spin up / spin down) (eV): -3.2 / -3.9

Last column: Löwdin charge in e.
Geometry (Å):
Ti: 0.56 -0.25 -0.12  0.9221
C: 1.46 8.91 -1.83  -0.0672
C: 1.07 7.53 -1.36  -0.2913
C: 0.42 7.33 -0.15  -0.0547
C: 0.11 6.05 0.30  -0.0063
C: 0.44 4.96 -0.48  -0.3394
C: 1.05 5.13 -1.72  -0.0050
C: 1.37 6.41 -2.14  -0.0324
S: 1.51 2.65 0.11  0.9543
O: 0.14 3.70 0.00  -0.2475
O: 2.44 3.33 1.01  -0.4357
N: 0.67 1.46 0.91  -0.2709
C: -0.03 1.73 2.08  -0.3745
C: 0.20 2.88 2.88  -0.0212
C: -0.54 3.06 4.02  -0.0794
C: -1.50 2.12 4.39  -0.0984
C: -1.64 1.02 3.57  -0.2116
N: -0.93 0.82 2.46  0.0416
H: 1.32 9.65 -1.04  0.0648
H: 0.85 9.22 -2.69  0.0745
H: 2.50 8.93 -2.15  0.0737
H: 0.17 8.19 0.47  0.1015
H: -0.39 5.90 1.25  0.1145
H: 1.24 4.27 -2.34  0.1092
H: 1.85 6.54 -3.10  0.1156
H: 0.96 3.58 2.59  0.0888
H: -0.37 3.94 4.64  0.1022
H: -2.11 2.23 5.28  0.0899
H: -2.36 0.24 3.81  0.0763
O: -3.36 3.14 -3.11  0.1394
C: -2.58 2.40 -2.58  -0.2291
C: -1.07 2.29 -2.87  -0.2631
O: -0.46 2.89 -3.72  0.1132
C: -0.61 1.31 -1.90  -0.2820
C: -1.64 0.81 -1.11  -0.2393
O: -1.30 -0.12 -0.25  -0.2456
C: -2.93 1.38 -1.49  -0.2571
O: -4.05 1.16 -1.09  0.0941
O: 0.58 0.84 -1.68  -0.1717
F: 0.71 -2.30 -0.55  -0.3408
As: -0.47 -3.10 -1.75  0.7916
F: -1.96 -2.56 -1.01  -0.2871
F: -0.58 -4.40 -0.58  -0.2701
F: -1.40 -3.91 -2.95  -0.2273
F: 0.94 -3.84 -2.38  -0.2084
F: -0.45 -1.64 -2.64  -0.1764
F: 2.62 -1.51 -2.98  0.1130
C: 2.92 -0.74 -4.03  -0.1404
C: 2.60 -1.18 -5.28  -0.1400
F: 1.95 -2.34 -5.39  0.1174
C: 2.95 -0.46 -6.45  -0.0509
C: 3.63 0.76 -6.20  -0.1459
C: 3.96 1.19 -4.96  -0.1429
F: 4.62 2.35 -4.86  0.1056
C: 3.62 0.47 -3.78  -0.0342
C: 3.92 0.92 -2.47  -0.1365
C: 3.27 0.42 -1.33  -0.1341
N: 2.80 0.02 -0.35  0.1707
C: 4.84 1.98 -2.22  -0.2109
N: 5.62 2.79 -2.00  0.1510
F: 4.00 1.52 -7.24  0.1017
C: 2.68 -0.94 -7.75  -0.1628
C: 2.16 -2.24 -8.03  -0.2190
N: 1.78 -3.28 -8.35  0.1470
C: 2.96 -0.20 -8.94  -0.2218
N: 3.17 0.32 -9.94  0.1410
C: -4.49 -0.44 1.73  -0.1733
Si: -4.56 -2.17 2.41  0.4037
C: -6.20 -2.96 1.90  -0.1856
C: -4.47 -2.15 4.29  -0.1872
C: -3.16 -3.30 1.82  -0.4911
Te: -1.35 -2.17 1.87  1.7685
C: -0.65 -3.31 3.53  -0.4957
Si: 0.13 -4.99 3.09  0.4227
C: 0.73 -5.67 4.74  -0.1838
C: -1.17 -6.16 2.41  -0.1840
C: 1.57 -4.87 1.93  -0.1522
H: -5.05 0.25 2.36  0.0442
H: -4.90 -0.38 0.72  0.0320
H: -3.47 -0.06 1.65  -0.0046
H: -7.03 -2.44 2.37  0.0268
H: -6.25 -4.01 2.19  0.0255
H: -6.33 -2.90 0.82  0.0322
H: -5.26 -1.54 4.71  0.0291
H: -3.51 -1.74 4.63  0.0127
H: -4.56 -3.16 4.70  0.0290
H: -3.31 -3.62 0.79  0.0204
H: -3.06 -4.17 2.47  -0.0023
H: -1.51 -3.46 4.18  0.0146
H: 0.09 -2.70 4.05  -0.0235
H: -0.07 -5.77 5.47  0.0254
H: 1.50 -5.03 5.17  0.0289
H: 1.17 -6.66 4.59  0.0274
H: -2.02 -6.27 3.08  0.0278
H: -0.72 -7.15 2.26  0.0340
H: -1.53 -5.81 1.44  0.0193
H: 2.33 -4.18 2.29  0.0240
H: 1.26 -4.52 0.94  0.0222
H: 2.03 -5.85 1.81  0.0429
Cl: 3.51 0.82 3.09  0.6585
C: 2.69 -0.69 3.53  -1.4659
Cl: 3.76 -1.73 4.48  0.5878
Cl: 1.27 -0.29 4.52  0.6522
C: 2.33 -1.37 2.16  -0.8128
O: 3.17 -2.07 1.66  0.0322
O: 1.17 -1.05 1.71  -0.3241

=====

x:
This record from OMol25 describes a molecular structure, C39H33AsCl3F10N6O9SSi2TeTi. The level of theory is ωB97M-V with the def2-TZVPD basis set.

Multiplicity: 4
Total charge: -2
Expectation value of S²: 3.83
E_HOMO (spin up / spin down) (eV): -3.4 / -3.5

Last column: Löwdin charge in e.
Geometry (Å):
Ti: 0.09 1.20 0.41  1.0089
C: -0.89 4.30 6.33  -0.0518
C: -0.04 3.52 5.37  -0.2837
C: 0.34 4.08 4.15  -0.0281
C: 1.12 3.38 3.25  -0.0511
C: 1.49 2.08 3.55  -0.2889
C: 1.14 1.50 4.77  -0.0532
C: 0.39 2.23 5.67  -0.0494
S: 2.58 1.17 2.51  0.6200
O: 3.36 2.10 1.73  -0.2984
O: 3.32 0.28 3.38  -0.3114
N: 1.61 0.25 1.54  -0.1921
C: 2.29 -0.76 0.82  -0.3874
C: 3.69 -0.88 0.72  -0.0115
C: 4.21 -1.85 -0.09  -0.0658
C: 3.37 -2.71 -0.80  -0.0750
C: 2.02 -2.54 -0.62  -0.1547
N: 1.49 -1.62 0.19  0.0284
H: -1.64 4.88 5.79  0.0793
H: -0.28 4.99 6.92  0.0767
H: -1.41 3.63 7.02  0.0732
H: 0.03 5.09 3.91  0.1193
H: 1.44 3.83 2.32  0.0731
H: 1.48 0.50 5.00  0.1097
H: 0.11 1.78 6.62  0.1113
H: 4.33 -0.19 1.25  0.0956
H: 5.29 -1.93 -0.21  0.1092
H: 3.75 -3.45 -1.49  0.1000
H: 1.29 -3.16 -1.15  0.1088
O: -1.88 2.90 -5.00  0.0792
C: -1.51 2.13 -4.15  -0.4757
C: -1.93 0.65 -4.06  -0.3307
O: -2.37 -0.03 -4.94  0.1124
C: -1.88 0.28 -2.60  -0.3198
C: -1.58 1.39 -1.86  -0.2344
O: -1.46 1.33 -0.51  -0.2558
C: -1.22 2.55 -2.69  -0.3280
O: -0.79 3.62 -2.31  0.1046
O: -2.13 -0.91 -2.16  -0.2357
F: -0.95 0.71 2.20  -0.3599
As: -2.69 1.36 2.49  0.7819
F: -2.08 1.82 4.04  -0.2145
F: -3.08 -0.19 3.17  -0.2372
F: -4.18 2.11 2.90  -0.2270
F: -3.37 0.77 1.04  -0.2417
F: -2.05 2.80 1.81  -0.2067
F: 4.75 0.28 -2.39  0.0665
C: 3.65 0.55 -3.23  -0.3916
C: 3.76 -0.41 -4.37  -0.0938
F: 3.49 -1.66 -4.07  0.1613
C: 4.20 -0.06 -5.64  -0.0414
C: 4.41 1.33 -5.85  -0.1181
C: 4.16 2.29 -4.87  -0.1830
F: 4.39 3.55 -5.24  0.1269
C: 3.72 1.98 -3.62  -0.1031
C: 3.43 2.97 -2.53  -0.6053
C: 1.76 3.21 -0.53  -0.6939
N: 0.81 2.86 0.23  -0.0194
C: 3.03 4.28 -3.08  -0.2886
N: 2.74 5.29 -3.54  0.2050
F: 4.86 1.75 -7.03  0.1283
C: 4.44 -1.03 -6.65  -0.1077
C: 4.41 -2.43 -6.41  -0.1808
N: 4.44 -3.58 -6.28  0.1809
C: 4.79 -0.70 -7.99  -0.1822
N: 5.08 -0.54 -9.09  0.1790
C: -5.09 -0.23 -1.63  -0.1595
Si: -5.01 -1.71 -0.52  0.4356
C: -6.13 -3.03 -1.28  -0.1944
C: -5.72 -1.38 1.18  -0.1731
C: -3.36 -2.61 -0.39  -0.4942
Te: -1.49 -1.68 0.03  1.7169
C: -0.91 -3.51 1.00  -0.5238
Si: -1.15 -3.49 2.86  0.4042
C: -0.31 -5.06 3.48  -0.1955
C: -2.96 -3.64 3.30  -0.1802
C: -0.32 -2.05 3.72  -0.1627
H: -6.13 0.00 -1.87  0.0352
H: -4.55 -0.42 -2.56  0.0337
H: -4.65 0.65 -1.16  0.0325
H: -7.14 -2.64 -1.42  0.0237
H: -6.20 -3.92 -0.64  0.0239
H: -5.75 -3.35 -2.25  0.0294
H: -6.80 -1.19 1.10  0.0308
H: -5.26 -0.51 1.65  0.0061
H: -5.58 -2.24 1.84  0.0224
H: -3.16 -3.06 -1.37  0.0261
H: -3.47 -3.40 0.34  0.0005
H: 0.15 -3.68 0.82  -0.0119
H: -1.47 -4.33 0.54  0.0153
H: -0.66 -5.95 2.95  0.0239
H: -0.50 -5.20 4.55  0.0243
H: 0.78 -4.99 3.35  0.0294
H: -3.40 -4.53 2.85  0.0326
H: -3.53 -2.77 2.95  0.0054
H: -3.09 -3.70 4.38  0.0345
H: 0.42 -1.58 3.08  0.0167
H: 0.19 -2.41 4.62  0.0352
H: -1.04 -1.29 4.01  0.0191
Cl: 0.85 1.42 -4.59  0.3004
C: 2.40 2.43 -1.57  -0.1574
Cl: 5.06 3.29 -1.69  0.6687
Cl: 2.42 4.82 -0.24  0.7367
C: 1.95 1.13 -1.74  -0.3909
O: 2.53 0.20 -2.51  0.0952
O: 0.91 0.66 -1.18  -0.0759

=====

w has the most favorable energy; the next structure is 151.0 kJ/mol above.

=====

w:
This record from OMol25 describes 4 unconnected molecules or ions with the total composition H8O4. The level of theory is ωB97M-V with the def2-TZVPD basis set.

Total charge: 0
Structure (SMILES): O.O.O.O
E_HOMO (eV): -11.2

Last column: Löwdin charge in e.
Geometry (Å):
O: -27.12 -2.06 -0.07  -0.0102
H: -27.04 -2.34 -0.97  0.0680
H: -26.26 -1.80 0.20  0.0646
O: -27.28 0.94 -2.09  -0.0708
H: -27.49 1.87 -2.34  0.0535
H: -28.01 0.64 -1.55  -0.0209
O: -27.87 -3.35 2.24  -0.0510
H: -27.70 -2.75 2.99  0.0475
H: -27.67 -2.93 1.44  -0.0651
O: -29.56 -0.49 -0.65  -0.0394
H: -30.19 -0.70 0.06  0.0547
H: -28.76 -0.96 -0.54  -0.0310

=====

x:
This record from OMol25 describes 4 unconnected molecules or ions with the total composition H8O4. The level of theory is ωB97M-V with the def2-TZVPD basis set.

Total charge: 0
Structure (SMILES): O.O.O.O
E_HOMO (eV): -10.4

Last column: Löwdin charge in e.
Geometry (Å):
O: 14.13 -18.25 -0.95  -0.0577
H: 14.00 -19.06 -0.44  -0.0115
H: 15.03 -18.33 -1.28  0.0483
O: 13.84 -20.68 0.60  -0.0385
H: 14.06 -21.20 1.38  0.0599
H: 13.51 -21.32 -0.04  0.0623
O: 12.45 -17.74 1.49  -0.0404
H: 12.94 -17.80 0.67  0.0185
H: 12.66 -18.56 1.96  0.0497
O: 10.01 -17.31 2.61  -0.0874
H: 10.86 -17.39 2.13  -0.0241
H: 9.36 -17.72 2.03  0.0209

=====

x has the most favorable energy; the next structure is 17.3 kJ/mol above.

=====

w:
This record from OMol25 describes 4 unconnected molecules or ions with the total composition H8O4. The level of theory is ωB97M-V with the def2-TZVPD basis set.

Total charge: 0
Structure (SMILES): O.O.O.O
E_HOMO (eV): -10.5

Last column: Löwdin charge in e.
Geometry (Å):
O: 1.53 -1.87 1.61  -0.0432
H: 1.48 -2.83 1.62  0.0444
H: 1.51 -1.61 2.53  0.0476
O: -1.35 -0.51 -2.58  -0.0496
H: -1.95 -0.86 -3.24  0.0466
H: -1.68 0.36 -2.37  0.0503
O: -0.33 2.61 1.27  -0.0849
H: -0.26 1.90 0.61  -0.0174
H: 0.53 3.04 1.28  0.0237
O: 0.15 0.31 -0.25  -0.0552
H: -0.29 -0.32 -0.84  0.0167
H: 0.65 -0.24 0.37  0.0210

=====

x:
This record from OMol25 describes 4 unconnected molecules or ions with the total composition H8O4. The level of theory is ωB97M-V with the def2-TZVPD basis set.

Total charge: 0
Structure (SMILES): O.O.O.O
E_HOMO (eV): -11.0

Last column: Löwdin charge in e.
Geometry (Å):
O: 0.09 1.00 2.25  -0.0251
H: -0.33 1.77 1.92  0.0167
H: 0.89 1.38 2.63  0.0514
O: 0.03 -1.03 -0.10  -0.0212
H: -0.62 -1.50 -0.39  -0.0814
H: -0.13 -0.87 0.94  0.1273
O: -2.59 -0.21 -2.19  -0.0260
H: -1.78 0.07 -1.81  -0.0001
H: -3.35 -0.13 -1.65  0.0201
O: 2.81 -0.41 -0.31  -0.0395
H: 1.91 -0.32 -0.29  -0.0779
H: 3.07 0.24 -1.00  0.0556

=====

w has the most favorable energy; the next structure is 100.8 kJ/mol above.

=====

w:
This record from OMol25 describes 4 unconnected molecules or ions with the total composition H8O4. The level of theory is ωB97M-V with the def2-TZVPD basis set.

Total charge: 0
Structure (SMILES): O.O.O.O
E_HOMO (eV): -10.9

Last column: Löwdin charge in e.
Geometry (Å):
O: 1.06 -0.34 0.50  -0.0360
H: 0.32 -0.92 0.70  0.0393
H: 0.67 0.36 -0.04  0.0326
O: 3.48 -1.76 1.05  -0.0593
H: 3.82 -1.80 1.95  0.0265
H: 2.54 -1.61 1.16  -0.0141
O: -2.01 2.28 -0.68  -0.0414
H: -1.99 3.21 -0.44  0.0470
H: -1.28 2.18 -1.29  0.0388
O: -2.15 -0.69 -1.32  -0.0458
H: -2.06 0.22 -1.05  -0.0211
H: -2.40 -1.15 -0.52  0.0334

=====

x:
This record from OMol25 describes 4 unconnected molecules or ions with the total composition H8O4. The level of theory is ωB97M-V with the def2-TZVPD basis set.

Total charge: 0
Structure (SMILES): O.O.O.O
E_HOMO (eV): -10.7

Last column: Löwdin charge in e.
Geometry (Å):
O: -0.83 -2.26 0.12  -0.0538
H: -1.26 -2.68 -0.60  0.0316
H: 0.01 -1.90 -0.28  0.0513
O: 0.83 2.22 -0.15  -0.0422
H: 0.00 2.41 0.30  0.0558
H: 0.66 2.78 -0.92  0.0677
O: -1.75 0.15 0.90  -0.0725
H: -1.40 -0.66 0.55  -0.0519
H: -1.20 0.36 1.67  0.0436
O: 1.42 -0.41 -0.39  -0.0333
H: 2.26 -0.53 -0.77  0.0221
H: 1.27 0.53 -0.44  -0.0183

=====

x has the most favorable energy; the next structure is 38.2 kJ/mol above.